In3O4S | ωB97M-V with the def2-TZVPD basis set

Values from the calculation:
Total charge: +7
Energy in hartree: -1264.2348
HOMO-LUMO gap in eV: 4.57
Lowest unoccupied orbital energy in Ha: -1.2407

Each line ends with the Mulliken charge.
Positions of all 8 atoms, in Å:
In -0.14994 -1.13281 -4.12071  2.46
In 1.16178 -1.76601 2.42544  2.34
In -0.65534 3.01512 0.85358  2.44
S -0.08974 -0.03349 0.18123  1.44
O -0.37882 -1.05851 1.22659  -0.33
O 0.29600 -0.49708 -1.18733  -0.24
O -1.28514 0.78581 0.00609  -0.50
O 1.10119 0.68698 0.61510  -0.61